1.
Below is 4 unconnected molecules or ions with the total composition C2H11NO4 in a non-equilibrium geometry, with properties calculated with wB97M-V/def2-TZVPD.

```
18
Properties=species:S:1:pos:R:3:forces:R:3:lowdin_charge:R:1
C -0.887267 -1.812272 -1.510348 2.4 3.2 0.8 -0.024
N -0.597926 -0.317834 -1.829607 1.0 -1.7 -0.5 -0.028
C 0.545865 0.130709 -2.465745 -0.9 3.4 2.5 -0.296
O 0.869392 1.354288 -2.317021 -0.6 -3.4 -1.2 -0.063
H -1.285660 -1.882353 -0.466542 -0.2 -0.2 -1.4 0.097
H 0.111386 -2.246495 -1.504429 0.0 -0.2 0.3 0.069
H -1.327904 -2.150626 -2.391906 -1.8 -1.2 -0.6 0.046
H -1.215040 0.403721 -1.496120 0.1 0.0 0.2 0.117
H 1.154693 -0.611825 -3.000575 -0.1 0.1 0.1 0.132
O 0.647170 -0.792429 1.689105 -0.1 1.2 0.0 -0.096
H 0.593136 0.140432 1.315043 0.2 -1.4 1.0 0.046
H 0.898286 -0.717028 2.633582 0.2 0.4 -1.1 0.039
O 0.610580 2.269018 0.611745 -1.0 2.4 1.2 -0.075
H 0.314060 2.217260 -0.284767 0.1 -0.7 -1.5 -0.022
H 0.253806 3.198929 0.808938 1.0 -2.0 0.2 0.091
O -0.989597 -0.780091 4.186097 1.0 0.9 0.2 -0.032
H -1.730761 -1.331174 4.322605 -1.4 -0.9 0.5 0.013
H -0.632476 -1.112934 3.368579 0.1 0.0 -0.7 -0.016
```
Positions in Å, forces in eV/Å.

- HOMO energy (eV) = -9.8
- multiplicity = 1
- orbital gap (eV) = 10.50
- SMILES = CNC=O.O.O.O

2.
Below is 4 unconnected molecules or ions with the total composition C2H11NO4 in a non-equilibrium geometry, with properties calculated with wB97M-V/def2-TZVPD.

```
18
Properties=species:S:1:pos:R:3:forces:R:3:lowdin_charge:R:1
C 0.136157 0.061189 -3.116872 2.3 -0.6 2.8 -0.052
N -0.027208 0.838959 -1.831692 0.1 -0.3 -1.6 -0.013
C 1.035444 1.143715 -1.047198 -0.3 -0.2 -0.1 -0.353
O 1.107055 1.499622 0.127564 -0.5 -0.2 -1.3 -0.009
H -0.524402 0.373627 -3.889705 -0.7 -0.1 -0.3 0.067
H 1.181150 0.134456 -3.454808 -0.3 0.6 -0.1 0.072
H 0.153272 -0.998076 -2.770508 -1.0 0.4 -1.0 0.095
H -0.989608 0.844237 -1.561833 -0.2 0.3 1.0 0.069
H 1.897892 0.987078 -1.693811 0.9 0.1 0.2 0.118
O -0.005150 -0.144773 2.126020 0.6 0.0 -0.5 -0.080
H 0.957231 -0.160385 2.175014 0.1 -0.2 0.8 0.024
H -0.004515 0.244845 1.240458 -0.8 0.3 -0.1 -0.024
O -2.185410 1.080459 -0.136807 -1.0 2.3 1.5 -0.051
H -2.964187 0.785451 0.314648 -1.1 -2.4 -0.1 0.040
H -2.382614 1.923718 0.360451 1.9 0.1 -1.2 0.098
O 0.355676 -3.599866 2.965848 2.0 -0.4 0.3 -0.083
H 1.346521 -3.494952 2.960746 -1.5 0.3 -0.2 0.057
H 0.312737 -4.425668 3.464613 -0.5 0.0 0.0 0.024
```
Positions in Å, forces in eV/Å.

- HOMO energy (eV) = -9.8
- multiplicity = 1
- orbital gap (eV) = 10.44
- SMILES = CNC=O.O.O.O

3.
Below is 4 unconnected molecules or ions with the total composition C2H11NO5 in a non-equilibrium geometry, with properties calculated with wB97M-V/def2-TZVPD.

```
19
Properties=species:S:1:pos:R:3:forces:R:3:mulliken_spin:R:1
O 0.316892 -1.450279 0.111695 -0.8 0.2 0.9 0.029
C -0.425444 -1.082021 -0.731070 1.0 -0.8 -2.1 0.055
O -0.228037 -1.286037 -2.055503 -0.3 -0.4 0.2 0.025
C -1.794023 -0.400866 -0.688707 -2.2 1.1 1.6 0.034
N -2.163624 -0.092064 0.674396 2.0 0.0 -0.2 0.860
H 0.209042 -2.153622 -2.191872 0.2 0.6 0.1 0.000
H -1.883171 0.532706 -1.234620 0.7 -0.1 -0.4 0.001
H -2.569605 -1.074463 -1.047855 0.2 -0.5 -0.2 0.022
H -1.783243 0.784385 1.067840 -0.6 -0.1 -0.2 -0.013
H -2.174181 -0.869712 1.335361 -0.5 0.0 0.1 -0.017
H 0.699540 1.982593 -0.046316 -0.3 -0.2 0.1 0.000
H 0.750893 1.561605 -1.452135 -0.4 0.0 -0.1 0.000
O 0.109992 1.608890 -0.722470 0.9 0.2 0.1 0.001
H 1.011598 1.612300 2.521151 -0.2 -0.3 0.4 0.000
H 0.731654 0.038353 2.594174 -0.1 0.3 0.3 -0.001
O 1.361041 0.728382 2.366743 0.3 0.0 -0.6 0.003
H 2.154289 -0.238303 -0.789626 0.1 -0.1 -0.1 0.000
H 2.714338 -0.187228 0.608129 0.3 0.2 -0.4 0.000
O 2.962048 -0.014616 -0.319314 -0.3 0.0 0.5 0.000
```
Positions in Å, forces in eV/Å.

- charge = +1
- HOMO energy (alpha / beta) (eV) = -14.1 / -14.1
- multiplicity = 2
- orbital gap (alpha / beta) (eV) = 10.22 / 4.88
- expectation value of S² = 0.75

4.
Below is a molecular structure, C2H12AgF6NO10S2 in a non-equilibrium geometry, with properties calculated with wB97M-V/def2-TZVPD.

```
34
Properties=species:S:1:pos:R:3:forces:R:3:mulliken_spin:R:1
Ag 0.470494 -0.953423 1.227977 0.0 -0.2 0.2 0.000
C 1.680894 2.753317 -2.788933 -0.8 1.2 0.4 0.045
F 1.262204 3.761477 -2.008933 0.7 -0.8 -0.4 0.005
F 1.836014 3.230277 -4.036663 0.4 -1.0 1.5 0.013
F 2.763184 2.168737 -2.264443 -1.1 0.7 -0.9 0.008
S 0.261834 1.443067 -2.963043 1.0 -1.6 -3.8 -0.004
O -0.614526 1.873327 -4.041963 0.5 0.2 2.5 0.002
O 0.991744 0.260357 -3.314453 -0.1 0.0 1.5 -0.005
N -0.416106 1.307827 -1.315663 2.8 -0.1 -1.8 0.542
S -1.610146 2.283757 -1.310403 -4.9 2.9 1.7 -0.067
O -2.180646 2.378497 0.048097 1.1 -0.5 -2.4 0.146
O -1.440536 3.568077 -2.021413 0.2 -2.1 1.3 0.255
C -2.912626 1.238527 -2.358293 -1.5 -0.7 -1.1 0.033
F -2.538916 -0.024173 -2.630543 0.9 0.8 0.3 0.002
F -4.037616 1.084707 -1.639343 0.9 1.0 -0.3 0.015
F -3.160976 1.849077 -3.527543 0.0 -0.2 1.6 0.011
O -1.223206 0.645657 3.920547 0.2 -0.3 -0.4 0.000
H -2.092566 1.033867 3.821937 -0.2 0.1 -0.1 0.000
H -0.993176 0.801717 4.836497 0.1 0.0 0.2 0.000
O 0.355244 -3.880543 -0.363313 0.0 0.5 0.3 0.000
H 1.148994 -4.268863 0.004657 0.2 -0.2 0.1 0.000
H 0.065984 -4.507993 -1.025783 -0.2 -0.1 -0.2 0.000
O 2.748724 0.779807 3.178027 -0.4 -0.2 -0.4 0.000
H 2.925734 0.786377 4.118697 0.0 0.0 0.3 0.000
H 3.614434 0.809807 2.770717 0.2 0.1 -0.1 0.000
O -2.914596 -1.935473 1.155017 0.5 0.2 0.0 0.000
H -3.660876 -1.823223 1.743827 -0.2 0.1 0.2 0.000
H -3.279446 -2.373073 0.385857 -0.1 -0.2 -0.2 0.000
O 0.616074 -3.358263 3.727027 0.0 0.4 -0.3 0.000
H -0.253146 -3.655893 3.995567 -0.3 -0.1 0.0 0.000
H 1.221154 -3.949443 4.174947 0.2 -0.1 0.1 0.000
O 3.453414 -1.167283 -0.307933 -0.5 0.0 0.3 0.000
H 4.244924 -0.735673 0.013727 0.2 0.1 0.1 0.000
H 3.668044 -1.424953 -1.204463 -0.1 -0.1 -0.3 0.000
```
Positions in Å, forces in eV/Å.

- charge = +1
- HOMO energy (alpha / beta) (eV) = -14.5 / -14.5
- multiplicity = 2
- orbital gap (alpha / beta) (eV) = 9.84 / 6.02
- expectation value of S² = 0.76

5.
Below is a molecular structure, C2H12AlN4O6 in a non-equilibrium geometry, with properties calculated with wB97M-V/def2-TZVPD.

```
25
Properties=species:S:1:pos:R:3:forces:R:3:lowdin_charge:R:1
Al 2.067964 0.089896 0.694538 0.1 -2.8 0.7 1.177
O 3.134384 -1.646504 2.886148 -0.4 0.7 -0.2 -0.265
H 2.948024 -1.237284 3.753518 -0.2 -0.2 -0.5 -0.059
O 1.480214 -1.935734 -1.363172 0.0 0.6 -0.1 -0.500
H 0.715154 -2.372924 -1.785152 0.3 0.1 0.8 -0.126
O 4.815234 0.371966 1.209448 -0.7 0.2 -0.5 -0.462
H 5.308514 0.974446 1.799558 -0.8 -0.2 -0.2 -0.102
O 0.495714 -1.831634 2.307888 0.4 0.7 -0.3 -0.327
H -0.428696 -1.789574 2.621288 1.8 -0.4 0.7 -0.117
C -1.966946 0.198066 1.302318 5.8 0.7 0.4 -0.739
O -0.771086 0.491306 1.206598 -0.4 1.0 -1.0 -0.060
N -2.269776 -1.002644 1.730478 -3.0 -1.3 0.2 0.173
N -2.935586 1.069696 1.155708 -2.3 1.4 -0.5 0.162
H -1.511836 -1.503394 2.171928 -0.9 0.0 -0.4 0.051
H -3.204216 -0.892234 2.097538 0.1 -1.7 0.7 0.098
H -3.842486 0.780836 1.493648 -0.1 0.8 -0.6 0.099
H -2.731146 1.897696 0.614668 -0.4 -0.2 0.4 0.119
C 0.087404 1.119186 -2.576332 0.9 -1.1 3.5 -0.803
O 0.556034 1.286336 -1.472452 1.4 0.8 2.2 -0.047
N -0.019276 -0.054464 -3.104092 -0.7 -3.1 -2.6 0.183
N -0.496616 2.089226 -3.192402 -2.0 3.6 -3.1 0.157
H 0.127004 -0.882674 -2.544832 1.0 0.0 0.4 0.063
H -0.416156 -0.154154 -4.027472 0.0 -0.2 0.3 0.105
H -0.435076 3.024206 -2.815402 0.2 -0.3 -0.3 0.118
H -0.706756 1.910366 -4.163972 -0.2 0.8 0.2 0.102
```
Positions in Å, forces in eV/Å.

- charge = -1
- HOMO energy (eV) = -4.0
- multiplicity = 1
- orbital gap (eV) = 4.21

6.
Below is 3 unconnected molecules or ions with the total composition C2H12N2O2 in a non-equilibrium geometry, with properties calculated with wB97M-V/def2-TZVPD.

```
18
Properties=species:S:1:pos:R:3:forces:R:3:lowdin_charge:R:1
N 0.489112 0.274486 -1.016394 0.2 -0.6 -1.1 -0.022
C -0.585735 -0.403039 -0.332490 1.5 0.3 1.9 -0.293
C -0.302569 -0.621374 1.203130 3.6 1.2 -0.5 -0.206
N 1.108890 -1.223509 1.490281 -0.2 1.1 0.3 -0.038
H 1.206066 -0.375845 -1.358661 -0.3 0.8 0.6 0.072
H 0.868958 1.077646 -0.523264 0.0 -0.5 -0.1 0.063
H -1.449883 0.183804 -0.403872 -1.4 1.3 0.2 0.073
H -0.941196 -1.278573 -0.833120 0.6 -1.0 -0.3 0.096
H -1.047103 -1.193101 1.618423 -1.8 -1.4 1.2 0.053
H -0.252751 0.370062 1.752704 -0.4 -1.0 -0.9 0.112
H 1.652184 -0.568384 2.081757 -0.6 -0.4 -0.8 0.045
H 1.255805 -2.107095 1.991588 -1.1 0.3 -0.5 0.047
O 4.758221 2.156243 1.397992 -1.6 0.1 -1.0 -0.055
H 5.277368 2.124392 2.178300 0.6 0.0 1.2 0.007
H 3.820362 2.181870 1.682943 1.0 0.0 -0.2 0.046
O -5.210081 0.053894 -3.460128 0.8 0.2 2.5 -0.050
H -5.489489 0.207482 -4.336356 -0.5 -0.7 -1.4 0.004
H -5.158156 -0.858965 -3.132840 -0.3 0.5 -1.1 0.046
```
Positions in Å, forces in eV/Å.

- HOMO energy (eV) = -8.7
- multiplicity = 1
- orbital gap (eV) = 9.33
- SMILES = NCCN.O.O